Entry 1:
73
Properties=species:S:1:pos:R:3 method="wB97M-V/def2-TZVPD" orbital_gap_ev=7.46 charge=-1 e_above_lowest_ev=3.613 lumo_ev=2.29
B -0.169 0.526 0.723
F -1.128 0.949 1.587
F -0.394 -0.806 0.364
F 0.009 1.319 -0.400
F 1.024 0.528 1.558
C -4.215 1.461 2.502
O -3.415 0.212 2.648
H -5.236 1.261 2.576
H -3.937 1.985 1.734
H -3.958 1.998 3.304
H -2.757 0.456 1.994
C -1.889 -3.647 2.084
O -2.104 -3.932 3.460
H -2.130 -4.592 1.436
H -1.099 -2.839 2.020
H -2.786 -3.236 1.780
H -1.258 -4.358 3.612
C 1.204 -6.160 -2.426
C 1.607 -5.123 -1.515
C 0.898 -3.858 -1.465
C -0.364 -3.748 -1.955
C -0.810 -4.883 -2.714
C -0.099 -5.923 -2.980
O -0.536 -6.892 -3.903
O 1.411 -2.890 -0.665
H 1.729 -6.937 -2.709
H 2.631 -5.203 -1.300
H -1.040 -2.969 -1.621
H -1.879 -4.767 -3.270
H -0.363 -7.810 -3.505
H 0.930 -2.260 -0.461
C -3.523 1.015 -4.954
C -2.457 1.863 -4.413
C -1.570 1.269 -3.422
C -1.825 -0.063 -2.934
C -2.830 -0.898 -3.272
C -3.686 -0.352 -4.421
O -4.803 -1.042 -4.702
O -0.430 1.905 -3.011
H -4.307 1.574 -5.499
H -2.305 2.788 -4.714
H -1.093 -0.369 -2.252
H -2.800 -1.847 -2.762
H -4.965 -0.712 -5.755
H -0.115 1.541 -1.916
C 3.518 0.708 -2.299
C 3.246 0.781 -0.951
C 3.411 2.089 -0.333
C 3.775 3.270 -1.006
C 3.993 3.107 -2.437
C 3.826 1.869 -3.056
O 3.867 1.866 -4.401
O 2.918 2.374 0.908
H 3.502 -0.185 -2.888
H 2.975 0.032 -0.342
H 3.819 4.272 -0.632
H 4.283 3.975 -2.787
H 3.586 0.979 -4.692
H 2.320 2.019 1.287
C 0.222 3.088 6.398
C 1.359 3.692 6.950
C 2.455 3.960 6.044
C 2.197 3.907 4.595
C 1.090 3.285 4.154
C 0.057 2.829 5.016
O -1.070 2.070 4.569
O 3.638 4.684 6.398
H -0.500 2.767 7.009
H 1.456 4.039 7.868
H 3.138 4.194 3.808
H 0.823 2.938 3.168
H -1.185 1.973 3.564
H 4.111 4.883 5.616



Entry 2:
57
Properties=species:S:1:pos:R:3 method="wB97M-V/def2-TZVPD" orbital_gap_ev=1.57 lumo_ev=-4.88
C 1.223 4.516 -0.295
C 0.946 2.964 0.043
O 1.069 2.659 1.261
N 0.622 1.951 -0.959
C 1.534 1.984 -2.135
P -1.109 1.934 -1.410
Cl -0.903 0.226 -2.714
O -1.547 3.018 -0.099
C -2.974 3.263 -0.013
C -3.479 3.116 -1.562
P -2.984 4.845 -2.240
N -4.081 6.022 -1.456
O -3.205 4.919 -3.943
O -2.755 1.977 -2.054
H 0.407 4.881 -1.014
H 2.227 4.690 -0.793
H 1.084 5.140 0.657
H 1.036 2.250 -3.121
H 1.999 0.937 -2.237
H 2.399 2.732 -2.002
H -0.882 2.949 -2.399
H -1.412 0.909 -0.423
H -3.092 4.314 0.438
H -3.598 2.470 0.531
H -4.611 2.990 -1.632
H -3.529 6.353 -0.642
H -4.168 6.853 -2.057
H -2.587 4.270 -4.353
C 0.542 -1.273 1.738
C 1.267 -2.119 0.659
C 0.221 -2.820 -0.241
C -0.480 -3.988 0.445
C 0.535 -4.974 1.019
C 1.595 -4.311 1.927
N 2.198 -3.093 1.308
O 3.055 -3.493 0.404
C 0.966 -3.945 3.292
C 2.657 -5.380 2.294
C 2.018 -1.059 -0.187
H 0.232 -0.302 1.340
H -0.373 -1.737 2.107
H 1.196 -1.067 2.590
H 0.705 -3.194 -1.151
H -0.531 -2.098 -0.572
H -1.147 -3.631 1.233
H -1.115 -4.507 -0.280
H 0.003 -5.753 1.574
H 1.030 -5.483 0.183
H 1.668 -3.373 3.907
H 0.706 -4.845 3.854
H 0.043 -3.377 3.212
H 3.114 -5.838 1.414
H 2.204 -6.194 2.864
H 3.452 -4.950 2.910
H 2.761 -0.530 0.418
H 1.322 -0.313 -0.582
H 2.525 -1.488 -1.055



Entry 3:
10
Properties=species:S:1:pos:R:3 method="wB97M-V/def2-TZVPD" smiles="C=C=N/C=N/O" orbital_gap_ev=8.38 e_above_lowest_ev=5.088 lumo_ev=0.09
C -0.184 -1.285 -1.670
C 0.522 -0.660 -0.772
N 1.427 -0.356 0.011
C 0.872 0.484 0.923
N -0.383 0.789 0.679
O -0.971 1.427 1.783
H 0.267 -2.048 -2.291
H -1.185 -0.951 -1.905
H 1.407 0.771 1.834
H -1.772 1.829 1.409



Entry 4:
48
Properties=species:S:1:pos:R:3 method="wB97M-V/def2-TZVPD" smiles="CCNCCC=O.O.O.O.O.O.O.O.O.O.O" orbital_gap_ev=9.45 e_above_lowest_ev=6.338 lumo_ev=0.04
C 0.635 -1.684 0.864
C 0.690 -0.869 -0.366
N 0.388 0.601 -0.164
C 0.159 1.251 -1.473
C -0.731 2.416 -1.564
C -2.033 2.370 -0.801
O -2.203 1.583 0.081
H 0.687 -2.751 0.613
H 1.023 -1.435 1.829
H -0.502 -1.535 1.116
H 0.003 -1.210 -1.174
H 1.812 -1.013 -0.735
H -0.512 0.743 0.435
H 0.190 0.625 -2.408
H 1.266 1.657 -1.633
H -0.205 3.369 -1.502
H -0.944 2.375 -2.701
H -2.904 2.885 -1.114
O -1.689 -3.050 -0.632
H -1.878 -3.865 -1.198
H -1.150 -2.612 -1.262
O 0.737 2.035 2.508
H -0.062 1.584 2.355
H 1.172 1.223 2.898
O -1.535 -0.836 3.454
H -1.197 -0.068 3.991
H -2.551 -0.728 3.496
O -2.971 -0.941 -0.145
H -2.256 -0.521 -0.510
H -2.941 -1.843 -0.328
O 3.732 0.052 -1.010
H 3.990 -0.275 -0.116
H 3.035 0.808 -0.772
O 2.979 1.496 0.801
H 3.048 2.389 1.155
H 1.924 1.385 0.879
O -3.720 0.131 2.134
H -3.074 0.839 2.293
H -3.426 -0.571 1.433
O 2.038 -0.386 -3.931
H 1.412 -0.131 -3.182
H 2.837 -0.147 -3.550
O 0.059 -2.474 -3.358
H -0.652 -2.071 -3.938
H 0.943 -2.066 -3.643
O 2.634 -0.320 3.046
H 2.950 0.556 2.515
H 2.444 -1.048 2.347



The records above give, respectively, E values of -2186.582795, -2235.759703, -301.300260, -1091.336754 Eh.